Molecular formula: C2H2N4OS
Method: DFT, ωB97M-V/def2-TZVPD

ORCA input file:
```
! wB97M-V def2-TZVPD RIJCOSX def2/J DEFGRID3
* xyz 0 1
O 2.40 -0.25 0.09
N 1.62 0.66 0.37
S 2.07 2.11 0.98
C 0.28 0.32 0.09
C -0.20 -0.85 -0.34
N -1.53 -0.69 -0.38
N -1.85 0.58 0.02
N -0.78 1.17 0.38
H 0.31 -1.78 -0.54
H -2.32 -1.27 -0.67
*
```

Its SMILES is [O-][N+](=S)c1c[nH]nn1. The calculation puts the energy above the lowest of the compared OMol25 structures with the same formula, charge and spin at 221.1 kJ/mol. Its LUMO energy is -0.050 Ha.